Here is a molecular structure, C54H81B2Cl2FeN11O16 from the Open Molecules 2025 dataset. Energies are from the ωB97M-V functional and the def2-TZVPD basis.

```
! wB97M-V def2-TZVPD RIJCOSX def2/J DEFGRID3
* xyz 1 6
Fe -30.7518 10.5803 11.0197
O -34.4933 7.4125 18.5238
C -34.8765 8.1278 17.6407
O -34.1880 8.5283 16.5341
B -35.0490 9.2822 15.6183
O -36.2652 9.6313 16.3807
C -36.2694 8.8608 17.5243
O -37.1137 8.8996 18.4307
O -35.4255 8.4257 14.5249
C -35.1330 8.8891 13.4087
O -35.3609 8.4210 12.2808
C -34.3305 10.1868 13.6526
O -34.3106 10.3427 14.9774
O -33.7817 10.8465 12.7669
O -30.0904 7.3141 9.0674
C -29.5612 6.3499 8.4664
O -30.1600 5.2458 8.3012
B -29.4108 4.4473 7.2763
O -28.1464 5.2015 7.0793
C -28.1837 6.3042 7.8002
O -27.4907 7.2975 7.6307
O -30.1326 4.3112 6.0024
C -30.3828 3.0658 5.6890
O -30.8200 2.6402 4.6565
C -29.8300 2.2619 6.8471
O -29.2155 3.0932 7.7037
O -29.9206 1.0128 6.9224
C -29.9797 9.0483 16.4108
C -30.9903 10.1571 16.6892
C -30.9575 11.3446 15.7270
C -30.9357 11.0553 14.2769
N -30.9272 10.8382 13.1155
H -30.0526 8.6350 15.4048
H -30.0350 8.3205 17.2202
H -28.9811 9.4851 16.4204
H -30.9428 10.5119 17.7188
H -32.0053 9.7601 16.6815
H -30.1145 12.0078 15.9212
H -31.8521 11.9436 15.8974
C -24.4078 10.1441 13.6408
C -24.7027 11.1209 14.7922
C -26.1450 10.9151 15.4677
C -27.2520 10.8837 14.5226
N -28.1701 10.8472 13.7843
H -24.7174 9.1056 13.7577
H -23.3563 10.2326 13.3679
H -25.0283 10.4358 12.7934
H -24.5773 12.1588 14.4838
H -23.9705 10.8575 15.5556
H -26.4008 11.8082 16.0379
H -26.0797 10.0054 16.0645
C -31.6051 17.6517 12.6101
C -31.1460 17.6495 14.1551
C -31.3301 16.3849 14.9970
C -31.0817 15.1105 14.2327
N -30.8770 14.0770 13.7114
H -31.2292 16.7893 12.0595
H -31.2684 18.5622 12.1144
H -32.6892 17.6717 12.4994
H -31.5252 18.5106 14.7054
H -30.0844 17.8949 14.1844
H -32.3572 16.3981 15.3618
H -30.7401 16.4081 15.9132
C -31.4190 7.8402 5.9024
C -30.8290 9.1664 5.4426
C -29.7006 9.7267 6.3908
C -30.1683 10.0605 7.8299
N -30.4778 10.2864 8.9072
H -31.6417 7.7700 6.9671
H -30.7020 7.0742 5.6070
H -32.3273 7.6831 5.3206
H -31.6552 9.8729 5.3633
H -30.4486 9.1195 4.4222
H -29.3815 10.7369 6.1346
H -28.8672 9.0308 6.4864
C -33.9244 4.6959 10.5709
C -33.2514 5.9721 10.9516
C -33.4170 7.0665 9.8654
C -32.8677 8.3576 10.3329
N -32.3798 9.3133 10.7070
H -34.9317 4.7957 10.1664
H -33.9410 4.0630 11.4582
H -33.3542 4.1186 9.8431
H -32.1882 5.9412 11.1899
H -33.7459 6.4210 11.8130
H -34.4596 7.2422 9.6004
H -32.8469 6.7993 8.9757
C -25.9170 15.2720 12.9614
C -27.2375 14.6271 12.7574
C -27.2248 13.7596 11.4667
C -28.3582 12.8349 11.2816
N -29.2494 12.0862 11.1263
H -25.5891 15.7975 12.0645
H -25.0454 14.7512 13.3578
H -26.0239 16.0556 13.7114
H -28.0078 15.3959 12.8182
H -27.4763 14.0601 13.6572
H -26.3822 13.1015 11.6794
H -27.0254 14.3972 10.6055
C -28.6718 5.1809 12.0079
C -27.4587 6.0633 12.2527
C -27.4256 7.3802 11.4543
C -28.6721 8.2087 11.4709
N -29.5841 8.9199 11.5082
H -29.3990 5.6428 11.3401
H -29.1504 4.8988 12.9457
H -28.4378 4.2240 11.5413
H -26.5665 5.4766 12.0340
H -27.4163 6.2323 13.3286
H -27.3173 7.2067 10.3837
H -26.6412 8.0740 11.7564
C -23.5102 8.1023 10.4689
C -24.4833 7.9253 9.2840
C -25.0734 9.2444 8.6910
C -26.1421 9.8592 9.5203
N -26.9014 10.3080 10.1740
H -23.3682 7.0960 10.8631
H -23.8654 8.6953 11.3117
H -22.5462 8.5614 10.2495
H -25.3025 7.2346 9.4840
H -23.9518 7.4784 8.4438
H -25.4316 9.1447 7.6664
H -24.3123 10.0053 8.5185
C -33.0255 15.4490 8.9603
C -34.0391 15.2868 10.1094
C -33.4153 14.5958 11.3316
C -32.6039 13.3489 10.9958
N -31.9752 12.3985 10.7713
H -32.0989 15.8976 9.3182
H -33.4173 16.1081 8.1856
H -32.8827 14.4606 8.5234
H -34.8954 14.6995 9.7780
H -34.4546 16.2780 10.2915
H -34.2242 14.1943 11.9421
H -32.8651 15.3189 11.9336
C -32.4068 4.6685 17.5355
C -31.8638 5.8349 16.6310
C -32.6999 5.8251 15.2750
C -32.2382 6.7577 14.2819
N -31.7643 7.4864 13.5212
H -33.4044 4.9490 17.8734
H -31.8389 4.7161 18.4646
H -32.3819 3.6921 17.0516
H -30.8245 5.7388 16.3165
H -31.9968 6.7685 17.1775
H -33.7472 6.0216 15.5045
H -32.6327 4.8729 14.7487
C -36.3599 13.2405 5.9727
C -35.0734 12.6847 5.2805
C -34.5225 11.3761 5.9439
C -33.6919 11.5253 7.0671
N -32.9530 11.6997 7.9338
H -36.7730 14.1835 5.6146
H -36.1889 13.4243 7.0334
H -37.1502 12.4955 5.8798
H -34.2311 13.3661 5.4004
H -35.1591 12.6275 4.1954
H -33.9017 10.8506 5.2183
H -35.2546 10.6263 6.2438
Cl -27.3898 11.8960 6.8012
C -28.0742 13.4074 6.3220
C -29.6389 13.4488 6.3958
Cl -30.2394 13.4980 8.1231
H -27.7029 13.6060 5.3166
H -27.6275 14.1540 6.9785
H -30.0865 12.6427 5.8145
H -30.0778 14.2958 5.8687
*
```

DFT total energy = -6146.2921 hartree
⟨S²⟩ = 8.7547